1.
{
  "formula": "C24H30N3O8",
  "method": "ωB97M-V/def2-TZVPD",
  "total_energy_ha": -1698.2293,
  "charge": 1,
  "e_homo_ha": -0.411,
  "homo_lumo_gap_ev": 6.47,
  "molar_mass_g_mol": 488.5,
  "symbols": ["O", "C", "H", "C", "C", "C", "H", "O", "C", "C", "H", "H", "O", "C", "H", "H", "H", "H", "C", "H", "C", "N", "H", "C", "H", "H", "O", "H", "H", "C", "H", "C", "H", "H", "H", "C", "H", "O", "H", "H", "H", "O", "C", "H", "C", "C", "C", "O", "C", "H", "H", "N", "C", "H", "H", "C", "H", "C", "O", "H", "C", "N", "H", "C", "C"],
  "xyz": [[-3.37720, 8.82902, -0.46643], [4.05817, -2.41887, 1.06064], [-5.82703, 0.71141, 1.46913], [9.33831, -4.51956, -0.11096], [-3.37812, -0.56587, 0.51634], [2.27505, -4.25080, 0.82493], [6.05619, -5.48462, 0.37962], [-6.35959, 6.59281, -4.22829], [-4.64689, 3.01650, -0.99854], [-4.20017, 6.84741, -1.42776], [-2.26124, 1.09613, 2.65444], [4.95929, -2.11089, 1.61534], [-4.36457, 0.84890, 2.90055], [7.84872, -3.11996, -1.46896], [3.29407, -3.35734, 3.68797], [2.51604, -4.10016, -0.23848], [-6.07729, 9.16423, -4.00538], [0.90322, -2.08661, -0.31657], [9.08430, -3.42518, -1.07928], [-3.66021, 6.26431, -0.69088], [-4.94798, 6.28414, -2.37303], [-5.51041, 3.00425, -1.70531], [-1.10425, -2.25240, 1.36500], [-2.21862, 0.73342, -1.06522], [-3.57330, -1.29002, 1.31560], [-1.27184, 1.29976, -1.04722], [2.72433, -3.08735, 2.95563], [0.31739, -4.32810, 1.45273], [3.36241, -1.57516, 0.90833], [-4.79004, 9.14284, -2.32351], [4.37167, -2.74190, 0.04547], [0.36429, -3.02320, -0.08334], [-1.67715, -3.53382, 0.27806], [-5.05875, 5.21176, -2.45957], [0.35083, -3.72130, -0.94142], [-1.07682, -2.60246, 0.31790], [-3.20947, 2.60565, 3.06692], [-3.53802, 2.87454, -0.28490], [2.23116, -5.32770, 1.06814], [-3.90464, -0.95884, -0.37769], [-2.94178, 1.32572, 4.26607], [10.46218, -4.79652, 0.24575], [6.92719, -4.95492, 0.01398], [-1.13717, -0.17058, 0.69468], [3.35602, -3.59716, 1.76607], [6.67553, -3.86171, -0.95318], [-3.12885, 1.50976, 3.19669], [5.54646, -3.58421, -1.30993], [-4.87261, 1.22490, 1.65451], [-5.06649, 2.31016, 1.61969], [7.64422, -2.32424, -2.17403], [-3.86255, 0.81504, 0.63740], [-4.06141, 8.32075, -1.32860], [-2.56783, 0.37549, -2.04230], [-4.67804, 10.21593, -2.23587], [-1.91811, -0.43617, -0.03801], [8.36500, -6.05769, 1.11010], [-3.24570, 1.52842, -0.22367], [-1.65714, -1.67885, -0.61787], [4.08637, -4.36808, 2.06920], [-5.67747, 7.10735, -3.36916], [0.96629, -3.62171, 1.11327], [9.95423, -2.89520, -1.44563], [8.16170, -5.26168, 0.40495], [-5.53881, 8.58005, -3.27018]],
  "nbo_charge": [-0.48, -0.65, 0.24, 0.47, -0.28, -0.25, 0.23, -0.47, 0.48, -0.24, 0.17, 0.21, -0.49, -0.23, 0.47, 0.20, 0.24, 0.19, -0.22, 0.21, -0.23, -0.28, 0.19, -0.51, 0.27, 0.27, -0.72, 0.35, 0.20, -0.23, 0.24, -0.23, 0.19, 0.23, 0.18, -0.09, 0.19, -0.44, 0.19, 0.23, 0.24, -0.47, -0.24, 0.21, 0.09, 0.49, -0.29, -0.52, 0.09, 0.21, 0.23, -0.28, 0.49, 0.30, 0.24, 0.13, 0.24, 0.73, -0.52, 0.16, 0.47, -0.62, 0.24, -0.22, -0.22]
}



2.
{
  "formula": "H26O13",
  "method": "ωB97M-V/def2-TZVPD",
  "total_energy_ha": -993.7294,
  "charge": -1,
  "e_homo_ha": [-0.010, -0.263],
  "homo_lumo_gap_ev": [3.19, 10.01],
  "molar_mass_g_mol": 234.2,
  "s_squared": 0.7504,
  "spin_multiplicity": 2,
  "symbols": ["O", "H", "H", "H", "H", "H", "H", "H", "H", "O", "H", "O", "H", "H", "H", "O", "O", "O", "H", "H", "H", "O", "H", "H", "H", "O", "H", "O", "O", "H", "H", "H", "H", "H", "H", "H", "O", "O", "O"],
  "xyz": [[1.15748, -2.51209, -0.11515], [1.78068, -0.03514, -2.14634], [0.24624, -2.45876, 2.98967], [-3.37777, 2.25434, 0.47378], [3.58137, 1.89984, -0.76225], [1.12937, 3.00202, 2.61990], [1.96705, -0.64724, 1.29816], [2.59827, 0.88291, -0.22257], [-0.74890, 0.78826, -2.16281], [-1.16791, 0.88523, -3.01795], [-0.25058, 3.16898, 0.62268], [-0.02567, 0.13736, -0.27290], [-0.12052, 2.15204, 2.70467], [-2.24244, -1.67456, 0.44586], [-2.11016, 2.32982, -0.35046], [-2.93792, 1.85483, -0.27666], [-0.11378, 3.02534, -0.31374], [2.66219, -0.02275, 1.09074], [-0.33159, -0.29103, 2.84704], [-2.38142, -2.16054, -3.52674], [-1.27185, 0.44154, 3.78040], [-0.74299, 0.56109, 2.99158], [-0.58723, 0.24708, 0.49446], [3.38330, -0.26457, 1.67192], [-1.49750, 0.01057, -3.22427], [-2.64434, -2.19775, -0.24766], [-2.09092, -2.09898, -2.04225], [2.91094, 1.27476, -1.03800], [0.19501, 3.00708, 2.41214], [1.91241, -3.07220, 0.06538], [-0.09497, -0.79229, -0.49006], [0.31293, 2.17008, -0.36552], [0.50088, -2.05509, 1.55297], [-2.71069, -3.07763, 0.12333], [1.45407, -1.92686, -0.81212], [1.64228, -0.45961, -3.59291], [-1.74263, -1.83340, -2.89336], [0.17100, -1.71936, 2.38646], [1.58612, -0.79318, -2.69748]],
  "lowdin_spin": [0.11, 0.00, 0.10, 0.00, 0.00, 0.01, 0.02, 0.01, 0.00, 0.00, 0.00, 0.03, 0.00, 0.02, 0.00, 0.01, 0.01, 0.08, 0.01, 0.00, 0.02, 0.06, 0.01, 0.03, 0.00, 0.05, 0.01, 0.01, 0.01, 0.04, 0.01, 0.00, 0.03, 0.02, 0.01, 0.00, 0.01, 0.22, 0.01]
}



3.
{
  "formula": "C51H55N12ORbSSi",
  "method": "ωB97M-V/def2-TZVPD",
  "total_energy_ha": -3420.6950,
  "e_homo_ha": -0.221,
  "homo_lumo_gap_ev": 6.28,
  "molar_mass_g_mol": 997.7,
  "symbols": ["C", "H", "H", "H", "O", "N", "H", "C", "C", "H", "H", "N", "H", "N", "C", "H", "C", "C", "C", "H", "N", "H", "C", "H", "H", "C", "C", "C", "H", "H", "H", "H", "C", "N", "N", "C", "C", "N", "H", "C", "C", "C", "C", "H", "C", "C", "H", "C", "C", "C", "C", "C", "H", "H", "C", "N", "H", "H", "H", "N", "C", "H", "H", "N", "C", "C", "H", "H", "H", "C", "H", "C", "H", "H", "N", "H", "H", "C", "Si", "C", "H", "C", "C", "H", "S", "C", "H", "H", "C", "H", "H", "H", "C", "H", "H", "H", "C", "C", "H", "H", "C", "H", "C", "H", "H", "C", "C", "H", "H", "C", "C", "N", "Rb", "C", "C", "C", "H", "H", "C", "H", "C", "H"],
  "xyz": [[8.17404, -2.55912, 2.80116], [-2.46375, -2.95431, 1.17547], [-5.06447, -2.12396, -3.28821], [-0.84841, -2.22608, -1.24589], [10.98181, -4.81838, 2.91624], [-3.31168, -1.49438, -1.28361], [-2.08543, 3.74239, -2.53138], [0.95194, -3.43631, -1.06596], [-3.53562, -3.15546, 1.10791], [0.89035, 2.66204, 2.23081], [0.34253, 6.99870, 0.64429], [-2.08461, -0.24303, 2.50795], [2.73551, 5.53079, -3.88482], [1.28105, 0.82709, 1.42895], [-3.28636, -1.10578, -2.55517], [-0.16450, 3.08718, -3.31073], [-3.07421, 3.29839, -2.48344], [-0.29952, 4.95578, 0.48995], [3.92730, -2.32012, 0.90902], [-6.21366, -1.63280, 0.19018], [-2.25861, -0.27932, -2.94335], [7.89557, -1.59584, 3.20524], [8.86133, -5.03623, 1.75109], [-0.30350, 1.05239, -3.67310], [0.57640, -4.24565, -1.67697], [-3.07081, -0.17960, -5.20032], [0.15264, -2.31128, -0.82745], [-2.17059, 0.15268, -4.19774], [3.15170, 4.50294, -5.27214], [-3.65775, 3.94509, -4.44252], [0.29918, 4.73173, -0.38853], [-0.18279, -0.96536, 2.74143], [3.79219, 0.99172, 2.64027], [4.99241, -3.18727, 0.93617], [0.70869, 3.57990, -3.39090], [-4.90994, 1.31876, 0.01101], [9.75382, -4.35636, 2.56972], [2.89336, 3.46142, -3.45396], [-1.05074, 7.39992, 2.68682], [-4.40843, 0.49784, 2.18536], [2.17315, -0.16845, 1.27990], [4.32012, -1.24680, 1.67090], [2.20768, -3.48182, -0.51207], [-4.67355, -0.64769, 4.59395], [-4.12646, -1.01880, -4.84528], [-1.80520, 5.38933, 2.69982], [-2.84447, 3.06883, 3.56568], [-0.27242, 6.21690, 1.06884], [1.79132, 2.96783, -2.83696], [-5.20721, 2.84364, -3.41406], [2.87605, 2.00499, 2.77415], [1.63071, 1.87300, 2.14786], [-4.94986, -0.32507, 1.70863], [-6.52536, -2.30224, -1.41019], [2.56931, 4.55659, -4.35403], [-3.36111, 2.66044, -1.35129], [-2.41506, 5.51584, 3.58510], [-6.54234, -3.35371, 0.00833], [-4.74620, 3.11281, 2.20647], [-1.03077, 3.95191, 0.96073], [9.40028, -3.11102, 3.09237], [12.37790, -6.25628, 2.78820], [3.09616, 2.89336, 3.35071], [-4.00768, 1.43239, 1.14847], [11.37836, -6.07596, 2.40336], [-3.66229, -0.74646, 4.21863], [-2.90667, -4.77084, -1.47685], [-1.35754, 2.07632, -4.69167], [-4.09058, -4.26437, -2.68242], [-2.58873, 2.97911, 2.50798], [-3.76735, 3.44334, 0.77341], [2.65212, -2.40954, 0.27295], [0.92140, 3.68851, -5.49421], [-5.92494, 2.89852, -4.22203], [5.58899, -1.43607, 2.15964], [-4.60780, -5.18797, -1.26444], [3.79146, 3.33483, -3.02193], [-3.31391, -0.15934, 3.00362], [-4.16961, -2.80440, -0.63309], [1.07665, 4.30093, -4.60072], [0.51202, 5.22617, -4.70201], [1.77672, -1.32166, 0.46308], [-2.70978, -1.46331, 4.91847], [-3.70123, -4.20134, 1.38041], [1.74785, 1.83528, -1.63213], [-4.56507, 2.11897, -1.22348], [5.05077, -4.08075, 0.48330], [10.71125, -6.87238, 2.74324], [-1.04349, 6.43332, 2.19904], [-2.96042, -1.93552, 5.85989], [-4.88426, 0.27153, -0.30960], [11.40774, -6.06807, 1.31075], [-4.23839, -1.47738, -3.55868], [-4.03347, -2.54181, 1.86299], [-5.95373, 1.55629, 0.28504], [-1.95053, 2.10283, 2.39625], [-1.17008, -0.93079, 3.18947], [-1.77623, 4.15851, 2.05167], [4.76923, 1.03445, 3.10352], [2.84840, -4.33964, -0.68201], [-1.00360, 1.05496, -4.50866], [-6.48794, 1.72743, -2.09931], [7.26284, -3.23089, 1.97959], [10.10986, -2.59823, 3.72778], [-5.12513, 0.96570, 2.88147], [7.62636, -4.46648, 1.46481], [-3.92835, -4.40485, -1.61230], [9.10716, -6.00068, 1.33220], [-0.47705, 0.73078, -5.40863], [-3.95124, 3.42320, -3.54161], [3.44599, -0.12884, 1.87708], [0.55856, -1.29786, -0.08918], [-1.46897, 0.71901, -0.30451], [-1.43107, -1.56600, 4.39125], [5.96745, -2.60613, 1.70384], [-3.85261, 2.79477, 1.64087], [-0.65066, -2.11759, 4.89703], [6.95397, -5.02281, 0.82231], [-6.03704, -2.50052, -0.45328], [-4.86191, -1.31844, -5.58457], [-5.52159, 2.19588, -2.23745], [-2.94330, 0.19019, -6.20928]],
  "lowdin_charge": [-0.01, 0.02, 0.08, 0.08, -0.08, -0.10, 0.10, -0.03, -0.16, 0.09, 0.10, 0.08, 0.12, 0.08, -0.48, 0.06, -0.14, -0.13, -0.13, 0.00, 0.06, 0.11, -0.02, 0.04, 0.11, -0.08, -0.12, -0.37, 0.11, 0.10, 0.10, 0.09, 0.00, 0.18, 0.01, -0.15, -0.28, 0.01, 0.10, -0.13, -0.18, -0.17, -0.01, 0.11, -0.10, -0.02, 0.12, -0.07, -0.90, -0.05, -0.04, -0.13, 0.11, 0.02, -0.15, 0.05, 0.11, 0.02, 0.13, 0.11, 0.01, 0.09, 0.10, -0.20, -0.08, -0.03, 0.02, 0.06, 0.01, -0.10, 0.10, -0.08, 0.12, 0.11, 0.19, 0.02, 0.13, -0.28, 0.35, -0.15, 0.12, -0.16, -0.06, 0.03, 0.66, -0.27, 0.14, 0.10, -0.07, 0.11, 0.10, 0.09, -0.06, 0.01, 0.14, 0.08, -0.12, -0.29, 0.12, 0.11, -0.05, 0.12, -0.16, 0.12, 0.13, -0.03, -0.17, 0.10, 0.08, -0.06, -0.08, 0.05, 0.66, -0.05, -0.27, -0.17, 0.10, 0.10, -0.18, 0.10, -0.01, 0.09]
}



4.
{
  "formula": "C33H26BiF12N5O8",
  "method": "ωB97M-V/def2-TZVPD",
  "total_energy_ha": -3562.1249,
  "charge": -2,
  "e_homo_ha": -0.089,
  "homo_lumo_gap_ev": 6.78,
  "molar_mass_g_mol": 1057.6,
  "symbols": ["C", "H", "C", "H", "C", "N", "H", "C", "C", "O", "C", "C", "F", "H", "F", "C", "O", "H", "H", "H", "H", "N", "O", "H", "F", "C", "H", "H", "Bi", "C", "H", "C", "C", "F", "H", "C", "H", "C", "C", "F", "F", "F", "H", "C", "C", "C", "C", "N", "C", "H", "C", "O", "F", "H", "C", "F", "N", "H", "C", "C", "C", "H", "F", "C", "H", "H", "C", "H", "O", "H", "C", "H", "N", "C", "C", "F", "H", "C", "O", "C", "C", "O", "H", "F", "O"],
  "xyz": [[-3.20679, -1.07998, -2.17777], [4.15254, 0.70857, 2.17214], [-4.29976, -0.64900, -2.89511], [0.09953, -2.52697, 3.80962], [-1.95592, -2.90006, -0.05652], [-1.24877, -0.69208, -0.82380], [3.15791, 2.91844, -2.90139], [0.01945, 3.99155, 4.15813], [2.90910, 2.09588, -0.47944], [-0.41390, 2.13323, -0.69910], [2.77182, -2.26076, -1.46058], [-2.22082, 1.44280, 2.52272], [3.69728, -1.37380, -1.82595], [-0.48617, -6.48000, 1.18807], [-3.34038, 3.18568, -0.13706], [-2.29485, -0.19673, -1.55384], [-3.31299, 1.62080, 3.05006], [-2.01554, 3.98245, 3.44227], [-3.02523, -2.14143, -2.09987], [4.85468, 2.96184, -2.95228], [1.46946, -4.37431, -0.93620], [5.27858, 2.18038, -0.64995], [1.37183, -0.40528, -1.27856], [-4.96348, -1.38330, -3.34318], [3.00160, -2.54676, -0.17033], [-0.12923, -6.21338, 0.19116], [-0.17842, -3.20067, 2.19867], [0.94551, -6.39428, 0.15708], [0.08425, 0.42062, 0.49165], [-1.10140, 3.42333, 3.58179], [-6.55044, 1.55971, -3.07389], [4.14208, 1.21519, 1.21486], [2.41469, 1.04865, 4.19347], [0.82148, -3.03005, -3.65071], [-2.90235, -2.45885, 0.22988], [-0.87197, 2.78677, -2.85159], [2.53682, -2.96806, 3.58848], [-1.68667, -4.23001, 0.19174], [5.29093, 1.57595, 0.54462], [-2.74809, 4.44609, -1.78727], [-1.49766, 4.27644, -0.05051], [2.01055, -1.25128, -3.94405], [1.32855, -0.85949, 2.83944], [-2.49851, 1.18890, -1.80216], [0.54934, -2.67727, 2.82021], [-4.56321, 0.70523, -3.04628], [0.26295, -2.59608, -0.96847], [0.08859, 1.35404, 3.32845], [-1.50878, 2.33645, -1.49150], [0.83473, 5.53684, 4.89504], [-1.01140, 2.10049, 3.17876], [2.46646, -0.09339, 3.67012], [-0.08877, -1.08458, -3.50033], [-0.60833, -6.88664, -0.52529], [1.82317, -3.49783, 2.95380], [-0.11791, 1.79884, -3.33579], [2.94142, 1.48940, 0.68978], [2.27519, -3.64173, 1.97196], [-0.44179, -4.76992, -0.11879], [-3.63720, 1.58116, -2.50616], [0.50975, -3.94169, -0.69146], [2.05008, 3.60857, 4.82248], [-1.72703, 3.13212, -3.83215], [-5.78209, 1.21670, -3.77308], [-2.44023, -4.85450, 0.66208], [-3.81287, 2.63684, -2.66965], [1.01354, -1.76640, -3.20011], [-6.22287, 0.43440, -4.39449], [-2.00498, 0.72307, 1.47828], [1.60609, -4.47571, 3.39464], [4.08617, 2.42748, -1.16676], [6.26845, 1.37515, 0.96805], [4.02006, 3.05713, -2.39843], [-2.28463, 3.56669, -0.85824], [1.32074, -1.69533, -1.66276], [-0.06344, 3.85284, -2.67281], [-5.52647, 2.05997, -4.41868], [1.15105, 1.90065, 3.92920], [3.26230, 1.57674, 4.93066], [-1.00192, -2.06419, -0.65190], [1.15540, 3.22152, 4.34887], [-0.03059, 5.30508, 4.54127], [1.93849, 2.31721, -0.91742], [3.05006, -3.39351, -2.16198], [0.79115, -1.42261, 2.21414]],
  "lowdin_charge": [-0.02, 0.09, -0.06, 0.12, -0.02, -0.12, 0.09, -0.30, -0.10, -0.33, -0.55, -0.62, 0.15, 0.07, 0.16, -0.21, 0.03, 0.13, 0.10, 0.08, 0.11, 0.10, -0.28, 0.10, 0.14, -0.06, 0.09, 0.07, 2.07, 0.05, 0.07, -0.11, -0.64, 0.13, 0.13, -0.55, 0.07, -0.06, -0.13, 0.11, 0.15, 0.14, 0.01, -0.05, -0.30, -0.29, -0.06, 0.12, -0.32, 0.10, -0.20, -0.06, 0.17, 0.07, -0.08, 0.16, 0.06, 0.06, -0.28, -0.01, 0.01, 0.11, 0.13, -0.07, 0.11, 0.11, -0.54, 0.06, -0.18, 0.06, -0.38, 0.09, 0.11, -0.54, -0.37, 0.14, 0.07, -0.17, -0.03, -0.26, 0.04, 0.04, 0.09, 0.11, -0.25]
}